Entry 1:
Below is a structure of composition C35H55N2O2P2Pt at a distorted geometry, with properties calculated with the ωB97M-V functional and the def2-TZVPD basis.

Results
LUMO level (alpha / beta), eV: -2.229 / -4.593
Highest occupied orbital energy (alpha / beta), eV: -8.0 / -11.4
2S+1: 3
Total charge: +1
Gap between HOMO and LUMO (alpha / beta), hartree: 0.2127 / 0.2486

Positions of all 97 atoms, in Å:
C  2.197  -2.046  -1.492
C  2.296  0.183  -2.358
C  3.029  -2.515  -2.514
C  3.053  -0.307  -3.467
C  3.411  -1.642  -3.541
H  3.354  -3.554  -2.486
H  3.382  0.456  -4.177
H  3.994  -2.019  -4.379
N  1.810  -0.757  -1.454
P  0.091  -2.363  0.427
P  1.458  2.067  -0.462
C  1.682  -2.940  -0.360
H  1.581  -3.962  -0.743
H  2.432  -2.957  0.450
C  2.099  1.555  -2.062
H  2.581  2.292  -2.700
C  0.028  3.353  -0.609
C  3.046  2.914  0.215
C  -1.285  -3.279  -0.597
C  0.116  -3.280  2.086
C  -1.246  2.695  -0.065
H  -1.079  2.189  0.895
H  -2.023  3.460  0.090
H  -1.632  1.946  -0.757
C  0.251  4.609  0.252
H  0.326  4.359  1.318
H  1.122  5.198  -0.050
H  -0.631  5.261  0.144
C  -0.210  3.765  -2.072
H  -1.061  4.466  -2.097
H  0.657  4.278  -2.509
H  -0.468  2.909  -2.712
C  2.870  3.428  1.658
H  2.524  2.644  2.344
H  3.862  3.777  1.990
H  2.189  4.285  1.722
C  4.192  1.883  0.228
H  3.955  0.996  0.833
H  4.463  1.568  -0.791
H  5.073  2.373  0.678
C  3.500  4.081  -0.674
H  3.682  3.767  -1.706
H  2.812  4.930  -0.676
H  4.453  4.442  -0.261
C  -1.287  -3.281  2.717
H  -1.231  -3.831  3.670
H  -1.614  -2.254  2.939
H  -2.038  -3.792  2.105
C  1.059  -2.569  3.064
H  2.053  -2.401  2.630
H  0.635  -1.625  3.419
H  1.183  -3.224  3.940
C  0.651  -4.718  1.952
H  0.745  -5.123  2.970
H  -0.012  -5.391  1.407
H  1.643  -4.740  1.484
C  -0.961  -3.008  -2.073
H  -1.822  -3.301  -2.694
H  -0.751  -1.946  -2.257
H  -0.098  -3.609  -2.401
C  -2.683  -2.778  -0.206
H  -2.807  -1.703  -0.352
H  -3.426  -3.296  -0.835
H  -2.931  -2.980  0.843
C  -1.376  -4.805  -0.393
H  -0.435  -5.329  -0.600
H  -1.755  -5.070  0.604
H  -2.129  -5.182  -1.107
Pt  0.765  -0.087  0.213
C  0.932  0.435  1.966
O  1.158  0.760  3.064
N  -2.436  -0.040  -1.039
C  -2.692  0.097  -2.188
C  -2.892  0.381  -3.565
C  -4.166  0.286  -4.141
C  -1.787  0.769  -4.331
C  -4.345  0.650  -5.473
H  -4.992  -0.099  -3.540
C  -1.984  1.132  -5.663
H  -0.791  0.735  -3.894
C  -3.252  1.058  -6.242
H  -5.334  0.575  -5.924
H  -1.130  1.421  -6.264
H  -3.388  1.265  -7.306
C  -2.053  1.977  5.104
C  -1.784  0.894  6.169
C  -1.162  -0.276  5.392
O  -1.268  -0.028  3.978
C  -1.882  1.250  3.763
H  -3.051  2.413  5.189
H  -1.314  2.781  5.186
H  -2.724  0.576  6.631
H  -1.112  1.248  6.953
H  -0.093  -0.390  5.637
H  -1.659  -1.233  5.607
H  -2.853  1.079  3.272
H  -1.257  1.818  3.061

Atomic partial charges in e from the Löwdin method, atoms 1 to 5: -0.307 -0.321 0.005 0.002 -0.035

Entry 2:
Below is a structure of composition C35H56N2O2PSW, with properties calculated with the ωB97M-V functional and the def2-TZVPD basis.

Results
LUMO level, eV: -3.133
Highest occupied orbital energy, eV: -11.2
2S+1: 1
Total charge: +1
Gap between HOMO and LUMO, hartree: 0.2954

Positions of all 98 atoms, in Å:
W  -0.997  1.981  2.900
C  0.859  2.165  0.473
N  1.138  2.107  1.942
C  2.086  1.012  2.228
C  1.702  3.391  2.427
C  0.646  4.453  2.338
C  0.947  5.773  2.044
C  -0.078  6.702  1.923
C  -1.400  6.308  2.082
C  -1.698  4.989  2.389
C  -0.680  4.039  2.537
H  1.239  1.260  0.000
H  1.312  3.058  0.040
H  -0.211  2.214  0.246
H  3.026  1.191  1.696
H  1.668  0.065  1.894
H  2.278  0.985  3.299
H  2.600  3.643  1.854
H  1.993  3.237  3.470
H  1.976  6.076  1.894
H  0.155  7.732  1.690
H  -2.197  7.031  1.976
H  -2.731  4.703  2.537
C  -3.310  -1.058  1.439
C  -2.493  0.074  0.875
O  -1.264  0.256  1.666
H  -4.223  -1.170  0.855
H  -3.594  -0.848  2.472
H  -2.767  -2.001  1.393
H  -3.030  1.017  0.947
H  -2.164  -0.092  -0.149
H  -1.046  -0.570  2.124
N  -2.694  2.217  3.215
C  -3.972  2.456  3.698
C  -4.193  2.405  5.075
C  -5.465  2.633  5.569
C  -6.514  2.909  4.700
C  -6.291  2.962  3.330
C  -5.021  2.740  2.825
H  -3.360  2.192  5.733
H  -5.641  2.598  6.635
H  -7.506  3.088  5.091
H  -7.108  3.183  2.656
H  -4.829  2.788  1.760
O  0.828  -1.161  0.391
P  1.302  -2.026  -0.751
C  0.363  -3.609  -0.831
C  -1.036  -3.525  -0.207
C  -2.131  -3.099  -1.179
C  -2.131  -3.974  -2.428
C  -0.769  -3.924  -3.110
C  0.343  -4.373  -2.166
C  1.270  -0.960  -2.246
C  -0.065  -0.203  -2.350
C  0.109  1.060  -3.204
C  1.079  0.824  -4.375
C  1.091  -0.649  -4.764
C  1.696  -1.492  -3.632
C  2.997  -2.582  -0.315
C  4.010  -1.429  -0.231
C  4.744  -1.154  -1.542
C  5.371  -2.424  -2.114
C  4.334  -3.531  -2.286
C  3.623  -3.820  -0.970
H  0.966  -4.199  -0.130
H  -0.991  -2.857  0.654
H  -1.283  -4.521  0.175
H  -1.985  -2.054  -1.471
H  -3.102  -3.157  -0.684
H  -2.913  -3.653  -3.119
H  -2.362  -5.006  -2.145
H  -0.588  -2.901  -3.452
H  -0.762  -4.553  -4.002
H  1.315  -4.320  -2.662
H  0.185  -5.431  -1.933
H  2.010  -0.209  -1.933
H  -0.425  0.053  -1.353
H  -0.815  -0.852  -2.806
H  0.474  1.881  -2.580
H  -0.867  1.369  -3.584
H  2.095  1.117  -4.088
H  0.809  1.453  -5.223
H  1.666  -0.807  -5.677
H  0.070  -0.979  -4.984
H  2.782  -1.446  -3.716
H  1.424  -2.538  -3.769
H  2.752  -2.858  0.721
H  4.753  -1.707  0.523
H  3.522  -0.524  0.142
H  5.515  -0.400  -1.369
H  4.060  -0.725  -2.278
H  6.153  -2.774  -1.432
H  5.860  -2.207  -3.065
H  4.816  -4.443  -2.643
H  3.609  -3.247  -3.053
H  4.366  -4.202  -0.262
H  2.890  -4.620  -1.090
S  -0.181  1.479  4.810

Atomic partial charges in e from the Löwdin method, atoms 1 to 5: 1.208 -0.057 -0.387 -0.100 -0.178

Entry 3:
Below is a cluster of 4 separate species, C35H57Cl2N3O8 in total at a distorted geometry, with properties calculated with the ωB97M-V functional and the def2-TZVPD basis.

Results
LUMO level, eV: -0.613
Structure (SMILES): CC[C@H](Cl)c1cccc2c1C(=O)c1ccc(Cl)cc1C2=O.COCCNCCOC.COCCNCCOC.COCCNCCOC
Highest occupied orbital energy, eV: -8.7
2S+1: 1
Total charge: 0
Gap between HOMO and LUMO, hartree: 0.2969

Positions of all 105 atoms, in Å:
C  -0.022  1.004  9.432
C  0.622  0.092  8.362
C  -0.475  -0.486  7.451
Cl  -1.252  -1.950  8.176
C  -0.086  -0.719  6.003
C  -0.974  -0.274  5.042
C  -0.727  -0.467  3.712
C  0.419  -1.073  3.257
C  1.318  -1.497  4.200
C  1.070  -1.331  5.551
C  2.134  -1.843  6.507
O  1.889  -2.457  7.524
C  3.546  -1.551  6.049
C  4.542  -1.133  6.893
C  5.773  -0.868  6.333
C  6.003  -1.000  4.996
Cl  7.553  -0.620  4.282
C  5.009  -1.430  4.143
C  3.789  -1.697  4.699
C  2.634  -2.136  3.825
O  2.756  -2.942  2.921
H  -0.598  0.336  10.083
H  0.740  1.467  10.063
H  -0.711  1.737  9.002
H  1.433  0.589  7.820
H  1.063  -0.732  8.929
H  -1.277  0.257  7.425
H  -1.894  0.243  5.297
H  -1.431  -0.144  2.948
H  0.640  -1.229  2.207
H  4.363  -1.017  7.955
H  6.586  -0.525  6.967
H  5.148  -1.564  3.076
C  -2.666  -3.949  -2.279
O  -3.388  -2.827  -2.754
C  -4.802  -3.005  -2.742
C  -5.448  -2.128  -1.685
N  -5.128  -2.596  -0.341
C  -5.495  -1.657  0.718
C  -4.809  -0.292  0.735
O  -3.423  -0.338  1.030
C  -2.582  -0.597  -0.082
H  -1.611  -3.778  -2.493
H  -2.780  -4.070  -1.197
H  -2.980  -4.866  -2.785
H  -5.074  -4.056  -2.609
H  -5.167  -2.693  -3.725
H  -6.533  -2.143  -1.820
H  -5.093  -1.103  -1.849
H  -4.134  -2.769  -0.281
H  -5.268  -2.153  1.665
H  -6.579  -1.508  0.694
H  -5.262  0.282  1.549
H  -4.991  0.286  -0.178
H  -2.986  -0.186  -1.010
H  -2.401  -1.669  -0.192
H  -1.617  -0.126  0.113
C  -7.168  2.500  -8.385
O  -6.957  1.121  -8.143
C  -5.794  0.594  -8.773
C  -4.730  0.245  -7.750
N  -4.158  1.444  -7.148
C  -3.319  1.183  -5.979
C  -3.976  0.557  -4.750
O  -4.912  1.400  -4.097
C  -6.220  1.385  -4.640
H  -8.159  2.754  -8.011
H  -6.434  3.117  -7.857
H  -7.132  2.725  -9.455
H  -5.406  1.278  -9.533
H  -6.101  -0.324  -9.282
H  -3.934  -0.322  -8.241
H  -5.200  -0.401  -6.997
H  -4.908  2.063  -6.869
H  -2.903  2.147  -5.674
H  -2.474  0.559  -6.286
H  -3.183  0.379  -4.019
H  -4.416  -0.425  -4.959
H  -6.483  0.410  -5.058
H  -6.337  2.162  -5.399
H  -6.918  1.613  -3.833
C  4.974  -0.127  -0.784
O  5.115  1.043  0.000
C  6.109  0.943  1.016
C  7.302  1.823  0.702
N  8.062  1.304  -0.431
C  9.067  2.229  -0.950
C  8.588  3.555  -1.539
O  7.849  3.427  -2.741
C  6.468  3.157  -2.575
H  4.085  -0.006  -1.402
H  5.834  -0.272  -1.447
H  4.843  -1.013  -0.156
H  6.413  -0.096  1.179
H  5.647  1.300  1.941
H  7.954  1.868  1.579
H  6.921  2.832  0.503
H  7.422  1.077  -1.180
H  9.604  1.695  -1.738
H  9.795  2.435  -0.159
H  9.480  4.127  -1.806
H  8.042  4.167  -0.812
H  6.063  3.615  -1.670
H  6.279  2.080  -2.567
H  5.942  3.571  -3.436

Atomic partial charges in e from the Löwdin method, atoms 1 to 5: -0.103 -0.271 -0.613 0.639 -0.182